(1)
The following is a DFT calculation (ωB97M-V/def2-TZVPD) of a molecular structure, C14H23FeIN4O10P2S.

charge	-2
HOMO-LUMO gap (alpha / beta)	0.2479 / 0.2476	Ha
<S²>	6.007
spin multiplicity	5

XYZ file:
```
56
Properties=species:S:1:pos:R:3:forces:R:3
O -3.05293 3.37809 2.91127 0.573 0.004 0.091
H -0.53946 0.48209 -4.42380 0.066 0.032 0.090
N 1.42311 1.19268 0.75715 -0.408 0.036 -0.208
C 2.96949 0.96629 2.55617 -0.142 -0.050 -0.090
N 0.52191 -1.05478 -3.49154 0.617 0.154 0.242
H 1.13402 0.26600 -4.94834 0.001 0.010 0.094
N -3.77486 1.16075 1.55261 0.002 -0.099 0.071
H -2.96314 0.30975 4.75464 -0.034 -0.008 0.008
H 1.31605 -3.66675 -2.88821 -0.031 -0.030 -0.009
O -1.08120 2.33169 4.20880 -0.080 -0.208 0.144
H -0.52526 -1.60803 -0.54094 -0.118 0.040 0.042
C 2.44101 1.04853 -0.09489 0.019 -0.105 0.085
H -4.44777 0.41510 1.37592 -0.033 -0.005 0.036
O -1.07652 -1.27979 3.17004 -0.048 0.084 0.159
H -4.21832 1.45472 4.28088 -0.028 -0.015 -0.011
C -3.67491 0.56028 3.96935 0.003 -0.026 0.066
O 0.89110 1.57188 -1.78648 -1.152 -0.039 0.103
P -1.76665 2.29861 2.90703 -0.329 0.581 -0.217
O -3.26530 -1.58119 1.87234 0.593 -0.108 0.075
C 0.22007 -0.25911 -4.66833 -0.091 -0.034 -0.329
H -2.64881 4.25844 2.87246 -0.295 -0.116 -0.110
H 1.49981 -0.97202 -3.20274 -0.204 0.040 -0.054
O 2.77592 0.53849 -2.39408 -0.228 0.101 0.164
I -2.74839 2.93920 -1.21061 -0.606 0.415 -0.384
C 1.40957 -3.79195 -1.80915 0.048 0.069 0.079
C 1.68441 1.14850 2.06090 0.097 -0.092 0.066
H -4.21388 2.07271 1.70430 -0.050 -0.008 -0.012
H -1.16554 -1.67087 -5.52912 -0.030 0.014 -0.022
C 1.34843 -2.43286 -1.10964 -0.145 -0.128 -0.309
H -4.36160 -0.27825 3.83742 -0.013 0.008 -0.003
H 3.15070 0.90491 3.62004 0.039 0.029 -0.001
H -3.20077 1.26997 0.69989 -0.094 0.128 -0.208
C 2.02659 1.05222 -1.54466 0.450 -0.230 -0.233
C -0.33699 -1.13650 -2.45972 -0.299 -0.659 0.311
H 0.60262 -4.43999 -1.46245 0.000 0.014 -0.017
P -1.90785 -0.64238 2.13714 -0.493 -0.434 -0.312
C 3.75381 0.88203 0.31449 -0.116 0.013 -0.108
Fe -0.74295 1.47895 -0.41805 1.933 -0.621 0.800
H 1.44341 -2.56282 -0.03248 0.038 0.111 0.004
S -1.93071 -0.58992 -2.50836 -0.244 0.328 -0.150
O -1.36019 -0.30993 0.77359 -0.065 0.543 -0.146
C 5.49826 0.67954 2.19306 -0.289 -0.024 -0.115
N 0.07108 -1.77050 -1.34097 0.384 0.180 -0.008
H -2.94905 -2.49405 1.95414 -0.302 0.142 -0.026
O 6.38263 0.86330 1.33340 0.023 -0.030 0.052
C -2.87998 0.82552 2.70796 0.674 -0.013 0.101
O 5.59635 0.38363 3.40050 0.061 0.039 -0.004
H 0.50047 -1.85252 -6.11048 -0.019 -0.026 -0.015
H 4.54968 0.79231 -0.41093 0.003 -0.022 0.028
H 2.36342 -4.28087 -1.60066 0.001 0.002 -0.004
C 4.03385 0.84341 1.67435 0.350 0.036 0.156
C -0.26638 -1.12951 -5.82404 0.096 0.090 0.098
H 0.83802 1.25726 2.72488 0.022 0.014 0.042
H -0.49393 -0.50359 -6.69055 -0.038 -0.046 -0.011
O -1.03344 2.49526 1.61835 -0.168 -0.236 -0.174
H 2.18100 -1.81394 -1.44180 0.100 0.150 0.085
```
Forces are in eV/Å.

(2)
The following is a DFT calculation (ωB97M-V/def2-TZVPD) of C5H10O in the gas phase.

SMILES	CC(=O)C(C)C
HOMO-LUMO gap	0.3889	Ha
spin multiplicity	1
energy above the lowest of the compared OMol25 structures with the same formula, charge and spin	0.098	eV

XYZ file:
```
16
Properties=species:S:1:pos:R:3:forces:R:3
H 1.96655 -0.90276 -1.49271 -0.259 0.169 0.145
H 2.54084 -1.02222 0.15170 -0.197 0.107 0.052
H 2.92497 0.42237 -0.78916 -0.221 -0.058 0.104
C -0.97212 -0.43390 1.42039 0.004 0.028 0.068
C -1.40410 0.63683 -0.82340 -0.012 0.058 -0.046
H -0.93160 0.54007 1.91771 -0.016 -0.123 -0.053
H -1.33513 1.63679 -0.38513 -0.115 -0.124 -0.077
H -2.45058 0.31177 -0.79706 0.241 -0.077 0.035
H -0.38166 -1.14550 2.00966 -0.008 0.131 -0.164
H -1.09062 0.71464 -1.87065 -0.068 -0.047 0.127
C 0.90286 0.39164 -0.04026 0.185 0.396 0.019
H -2.01080 -0.78149 1.43259 0.147 0.046 -0.059
O 0.98104 1.53400 0.36748 0.202 -0.547 -0.107
H -0.41001 -1.27977 -0.49086 0.019 0.156 0.010
C -0.47213 -0.28881 -0.02453 0.038 -0.064 -0.034
C 2.14211 -0.31407 -0.58497 0.060 -0.050 -0.018
```
Forces are in eV/Å.

(3)
The following is a DFT calculation (ωB97M-V/def2-TZVPD) of 2 unconnected molecules or ions with the total composition CF3O2P.

HOMO-LUMO gap (alpha / beta)	0.2824 / 0.2824	Ha
spin multiplicity	1
energy above the lowest of the compared OMol25 structures with the same formula, charge and spin	3.492	eV

XYZ file:
```
7
Properties=species:S:1:pos:R:3:forces:R:3
F -1.19866 0.29495 -1.22103 -0.703 0.965 1.983
P 0.71381 -1.65819 0.27468 0.770 0.414 0.031
O 2.01018 -2.28560 0.53587 0.310 -1.605 0.359
C -0.84980 0.97345 -0.15636 2.962 -3.160 -0.413
O 1.15175 -0.20877 -0.07784 -3.243 2.774 -0.204
F -1.29113 0.71943 1.03773 -0.113 0.185 -1.955
F -0.53615 2.16473 -0.39305 0.019 0.426 0.199
```
Forces are in eV/Å.

(4)
The following is a DFT calculation (ωB97M-V/def2-TZVPD) of a molecular structure, C29H46OsP2.

charge	+2
HOMO-LUMO gap (alpha / beta)	0.1914 / 0.2044	Ha
<S²>	6.038
spin multiplicity	5

XYZ file:
```
78
Properties=species:S:1:pos:R:3:forces:R:3
C -2.06342 -2.97987 1.94461 -0.478 -0.210 -0.147
H 0.53449 -0.24248 -5.51056 -0.008 -0.299 0.411
H 2.15050 0.56628 3.92489 -0.171 -0.060 0.131
H 3.59608 -1.18618 -0.12073 0.177 -0.126 -0.328
H 0.62246 0.71101 4.80944 0.259 -0.236 -0.098
C -0.81341 2.08317 3.14091 -0.246 0.505 0.658
C -1.81358 -0.85586 4.11819 -0.422 0.155 0.224
H 1.81479 -3.42404 0.25510 -0.058 -0.133 -0.073
H -1.45857 -0.37699 5.03852 -0.069 -0.126 -0.238
H -0.84764 2.83335 -4.34916 0.005 -0.295 -0.066
H -2.52250 -0.16717 3.62873 0.180 -0.244 0.152
C 1.41092 -1.55342 2.30980 -0.896 -0.300 -1.016
C -1.29302 1.08934 -3.26014 -1.752 -0.974 -1.427
H -2.66943 -0.49401 -3.01699 0.612 0.072 0.466
H 1.75718 -1.40107 -3.01828 0.019 0.417 -0.123
C -0.99250 3.40178 3.60057 0.009 -0.303 0.037
H -1.24502 3.57440 4.64944 0.058 -0.093 -0.321
H -2.75742 1.80378 0.26514 0.141 -0.323 -0.169
H 0.81933 -1.91409 -5.03584 -0.056 0.320 -0.025
C 2.62574 1.96195 -0.07990 0.595 0.488 0.169
C 0.47924 -2.39652 1.56770 0.105 -0.346 1.720
H -0.15826 2.76151 -0.07914 -0.022 0.187 0.002
C 1.04342 1.92882 -3.88802 -0.479 0.382 -0.139
Os 0.04811 -0.36990 0.77832 -0.134 -1.092 6.840
C -3.06771 0.96356 -0.36902 -1.153 0.013 0.066
H -3.88189 0.43039 0.14186 -0.159 0.394 -0.176
C -0.69386 -1.22437 3.21263 1.003 0.638 0.694
C -0.85581 4.48826 2.73699 0.032 -0.238 0.071
H 1.62856 2.13770 -4.79509 -0.054 0.128 0.184
H -1.35449 -2.58187 -0.46841 -0.281 0.182 0.066
C 0.66951 -0.83856 3.30872 -1.290 -0.371 0.490
C 2.89233 -1.68511 2.33978 0.585 -0.065 -0.149
H 3.38924 -0.63229 -1.81359 0.118 -0.169 0.115
C -0.83121 -2.16869 2.14860 0.796 0.376 -0.941
H -1.63535 -2.01931 -2.10868 -0.278 -0.055 0.222
H 2.02338 2.61492 0.56866 0.199 -0.354 -0.216
H 3.22062 -2.13915 3.28804 -0.220 0.121 -0.214
H 0.12307 -0.32682 -1.87596 0.175 0.508 0.117
H -1.64925 -1.14421 -5.25774 0.020 -0.195 0.107
C 1.27541 -0.55138 -3.50713 1.396 1.182 -0.615
H 3.25548 -2.34107 1.53759 -0.058 0.247 0.294
P 1.88538 0.36139 -0.23351 -0.498 0.285 -1.182
H -2.38861 -1.74574 4.41246 0.205 0.187 -0.089
H -1.81707 1.74900 -2.56317 -0.020 -0.243 -0.253
C 0.87143 -3.59488 0.77156 -0.028 -0.104 -0.251
C -1.95291 -1.90276 -1.07398 -0.683 -0.831 -0.290
C -0.38173 2.90614 0.97170 0.047 0.666 -0.500
H -0.57330 1.36075 -5.27617 -0.047 0.141 0.503
H 1.01174 -4.47097 1.42292 -0.071 0.283 -0.079
H 1.15456 2.81371 -3.23219 0.089 -0.324 -0.231
H -0.44901 5.02940 0.69372 -0.016 0.106 -0.033
H 2.28023 -1.84795 -1.10222 0.015 0.333 0.106
H 2.56598 0.96263 -2.69791 -0.560 -0.300 0.289
H 0.10476 -3.85634 0.03810 0.203 -0.083 -0.005
H 3.58956 1.76633 0.41571 -0.068 0.415 -0.274
C 1.31313 -0.00149 4.34892 0.157 0.445 0.290
H -0.97375 1.28590 3.86051 0.087 0.347 -0.314
C 0.02579 0.39488 -1.07454 -0.122 0.232 -0.145
C 2.87376 -0.95043 -0.90693 0.986 -0.160 0.121
H -1.16336 -2.21976 -3.95775 -0.131 0.194 -0.063
C -1.66507 -0.21121 -3.36605 -0.957 2.040 -1.318
H -2.37051 -3.45218 2.89180 0.200 0.178 -0.248
H 3.38812 -0.70618 2.27125 -0.030 -0.309 0.019
C -0.55481 4.22599 1.40766 0.043 -0.343 -0.051
C -1.06660 -1.18889 -4.32720 0.321 0.003 -0.547
C -0.46415 1.80615 -4.27654 1.095 0.439 0.048
P -1.78312 -0.23601 -0.50148 1.184 0.858 -0.135
H 2.75513 2.42619 -1.06849 0.180 -0.069 0.351
C 1.62847 0.72933 -3.21444 0.850 -1.367 -1.929
C 0.42681 -0.95180 -4.67648 -0.538 -0.289 -0.158
H -0.98803 5.51190 3.09274 0.026 -0.358 -0.112
H -2.91578 -2.36680 1.60955 0.262 -0.273 0.151
H 1.72217 -0.62177 5.16090 -0.070 -0.017 -0.269
H -0.09644 1.44433 -1.33364 0.041 -0.373 -0.313
H -3.01284 -2.13784 -0.94500 0.029 -0.429 -0.289
C -0.46913 1.82168 1.82241 -0.132 -0.994 0.117
H -3.38764 1.32051 -1.35357 -0.139 -0.105 0.248
H -1.89870 -3.78897 1.22948 -0.109 0.112 0.081
```
Forces are in eV/Å.

(5)
The following is a DFT calculation (ωB97M-V/def2-TZVPD) of 2 unconnected molecules or ions with the total composition C5H13NO.

SMILES	CCC(N)=O.CC
HOMO-LUMO gap	0.3873	Ha
spin multiplicity	1
energy above the lowest of the compared OMol25 structures with the same formula, charge and spin	0.477	eV

XYZ file:
```
20
Properties=species:S:1:pos:R:3:forces:R:3
H 4.02404 0.78977 1.24484 -0.258 0.106 0.143
H -0.09999 0.06177 -2.19798 0.272 0.204 -0.166
H -2.62670 -0.21684 -0.88911 -0.775 -0.144 0.715
H 2.68309 1.91153 1.13217 -0.223 -0.147 -0.202
C 3.25766 1.18056 0.56016 1.406 -0.112 1.065
N 0.50183 -0.13393 -1.41797 0.006 -0.251 0.960
C -3.45034 -0.56872 -0.20250 2.533 -1.290 -0.328
H -2.35085 0.15957 1.51272 0.027 -0.228 0.286
C -2.94188 -0.72279 1.24897 -0.887 1.400 0.500
H 1.72360 -0.31051 0.78263 0.052 0.136 -0.235
H 0.07835 -0.56994 -0.61541 -0.056 0.009 -0.146
H -3.59845 -1.59851 -0.49182 -0.726 -0.178 -0.712
H -3.81266 -0.73587 1.90618 -0.097 0.303 0.121
C 1.75509 0.42014 -1.27966 -1.122 -1.078 -0.538
H -4.31269 0.04389 -0.38418 -0.395 0.187 0.356
C 2.45858 0.01257 0.03289 -0.440 0.452 -0.720
H 3.85975 1.72417 -0.16346 -0.383 -0.119 -0.515
H -2.43167 -1.62643 1.58812 0.346 -0.044 -0.950
O 2.21611 1.06228 -2.19566 0.713 0.337 0.484
H 3.06714 -0.88272 -0.17091 0.010 0.456 -0.117
```
Forces are in eV/Å.

(6)
The following is a DFT calculation (ωB97M-V/def2-TZVPD) of 2 unconnected molecules or ions with the total composition C23H24F3.

charge	+1
HOMO-LUMO gap	0.1512	Ha
spin multiplicity	1
energy above the lowest of the compared OMol25 structures with the same formula, charge and spin	1.659	eV

XYZ file:
```
50
Properties=species:S:1:pos:R:3:forces:R:3
C -1.46791 0.53923 2.98018 0.157 -0.045 0.165
H -0.45134 1.69686 0.20958 0.039 -0.223 -0.160
H 2.71120 2.21795 3.59398 -0.155 -0.358 -0.040
F 4.87362 -2.03468 -0.79638 -1.267 0.726 -0.949
C 2.59143 -1.84299 -1.42316 -0.679 -0.192 0.483
H -3.25356 -0.53319 1.08763 -0.065 0.176 -0.067
C -3.42186 -1.87373 -2.62520 -0.300 0.249 -0.435
C -1.31096 -0.13087 -3.22185 -0.554 0.022 0.076
H 1.17541 0.45695 -3.54866 0.442 0.051 0.441
H 0.17440 -2.50446 -1.23546 -0.085 0.316 0.442
H -4.66626 -0.48798 -3.76094 0.170 0.000 0.028
H -2.42624 0.23822 4.88774 -0.065 0.030 -0.371
H -1.97556 -3.09689 -1.61921 -0.098 0.610 -0.092
C 0.19365 -1.56184 -1.78032 -0.017 -1.013 -1.685
C 1.88779 -0.02779 -2.88493 -0.026 0.287 0.182
C 0.98808 1.04882 1.60378 -0.321 -0.247 0.122
H 5.24312 0.15580 -2.20983 0.078 0.038 -0.017
C 3.19649 0.42672 -2.88043 0.220 0.873 -0.391
C -1.06497 -1.25617 -2.38504 -0.277 0.226 -0.169
H -0.02220 -0.17276 4.38046 -0.067 0.343 -0.177
C -2.68626 0.27753 3.81846 -0.501 -0.050 0.315
H 2.97373 0.62444 0.91988 0.045 0.161 -0.036
H -3.46247 1.05611 3.70834 0.278 -0.281 -0.053
H -3.15245 -0.69232 3.56804 0.118 0.376 0.025
C 1.52182 -1.11251 -2.03766 0.965 0.088 -0.306
H 2.09418 1.08228 4.80364 0.029 0.049 -0.376
C -1.50447 0.57292 1.64774 0.390 -0.111 0.040
H 1.97009 1.50939 -0.23927 0.050 0.024 0.003
C -3.67021 -0.72399 -3.39864 0.359 -0.449 0.506
C -0.26664 0.78581 0.81107 -0.123 0.594 -0.060
C 2.20899 1.40643 0.82261 0.395 -0.032 -0.272
H -0.52470 0.55006 -3.50581 -0.354 0.137 0.159
C -2.80075 0.45252 0.91323 -0.353 -0.202 -0.236
H -0.34445 1.54526 4.51047 0.050 -0.289 -0.372
C -2.15482 -2.15563 -2.15955 0.465 -0.086 0.483
H -0.12088 -0.01623 0.01208 -0.110 0.446 0.906
C 3.88324 -1.37523 -1.48245 1.145 -0.037 0.224
H -2.64967 0.56569 -0.16497 -0.052 -0.008 0.037
H 2.39030 -2.78375 -0.89326 0.065 0.595 -0.024
C -0.20428 0.73381 3.76248 0.064 -0.316 0.134
H -3.52970 1.21429 1.22711 0.173 -0.221 -0.054
C -2.59751 0.11027 -3.68561 0.379 0.967 -0.534
C 4.23163 -0.21894 -2.19729 -0.859 -0.448 0.310
C 2.27718 1.21048 3.72540 0.497 0.135 0.299
H 2.65462 2.35526 1.15311 -0.070 -0.258 -0.046
F 3.49627 1.59551 -3.53954 -0.387 -1.611 0.599
C 1.01543 1.00880 2.93704 -0.125 -0.094 0.125
F -2.82588 1.23181 -4.44561 0.345 -1.338 0.844
H -4.25016 -2.54386 -2.40635 0.237 0.083 -0.068
H 3.05351 0.47659 3.44338 -0.244 0.308 0.042
```
Forces are in eV/Å.

Per-record DFT total energy, Ha: -4161.51747; -271.74902; -829.46007; -1905.10628; -328.30133; -1190.09601